Model A:
Entry from the Open Molecules 2025 dataset: a cluster of 2 separate species, C3H7O3 in total (ωB97M-V with the def2-TZVPD basis set).

Structure (ORCA input):
```
! RIJCOSX wB97M-V def2-TZVPD def2/J DEFGRID3
* xyz -1 1
C -0.536 -0.926 -0.647
O 0.646 -0.441 -1.258
C -0.217 -1.761 0.574
H -1.076 -1.536 -1.393
H -1.183 -0.079 -0.402
H -1.074 -2.293 0.964
H 0.174 -1.113 1.366
H 0.593 -2.455 0.326
O 0.053 1.763 1.279
C 0.508 2.499 0.393
O 0.746 2.236 -0.810
H 0.682 3.566 0.703
H 0.683 0.540 -1.093
*
```

Properties
**Frontier orbital gap**: 8.91 eV
**Highest occupied orbital energy**: -4.6 eV

Mulliken atomic charge list, values in e, 6 entries: C -0.219; O -0.590; C -0.945; H 0.264; H 0.245; H 0.318


Model B:
Entry from the Open Molecules 2025 dataset: a cluster of 2 separate species, C3H7O3 in total (ωB97M-V with the def2-TZVPD basis set).

Structure (ORCA input):
```
! RIJCOSX wB97M-V def2-TZVPD def2/J DEFGRID3
* xyz -1 1
C -0.370 2.174 2.098
O -0.133 0.687 2.411
H -0.209 0.047 1.717
H 0.186 2.444 1.245
H -1.490 2.186 1.954
H -0.223 2.609 3.068
C 1.370 -0.422 -0.780
C -0.064 -0.886 -1.417
O -0.992 -0.569 -0.680
O 0.047 -1.531 -2.441
H 1.099 0.001 0.218
H 2.025 0.209 -1.445
H 1.617 -1.384 -0.474
*
```

Properties
**Frontier orbital gap**: 7.44 eV
**Highest occupied orbital energy**: -3.7 eV

Mulliken atomic charge list, values in e, 6 entries: C -0.462; O -0.559; H 0.317; H 0.258; H 0.203; H 0.232


Model C:
Entry from the Open Molecules 2025 dataset: a cluster of 2 separate species, C3H7O3 in total (ωB97M-V with the def2-TZVPD basis set).

Structure (ORCA input):
```
! RIJCOSX wB97M-V def2-TZVPD def2/J DEFGRID3
* xyz -1 1
C -0.698 2.055 1.876
C -0.144 0.746 1.118
O -0.209 0.754 -0.114
O 0.322 -0.151 1.815
H -0.819 1.900 2.904
H -1.529 2.224 1.281
H -0.216 2.934 1.529
C 0.476 -2.025 -1.926
O 1.200 -1.354 -0.966
H 0.654 -0.509 -0.772
H -0.445 -1.446 -2.184
H 1.093 -2.074 -2.884
H 0.315 -3.055 -1.676
*
```

Properties
**Frontier orbital gap**: 8.44 eV
**Highest occupied orbital energy**: -4.2 eV

Mulliken atomic charge list, values in e, 6 entries: C -1.201; C 0.718; O -0.826; O -0.697; H 0.287; H 0.348


So which one wins? Going from most stable to least: model A, model C, model B.


Model A:
Entry from the Open Molecules 2025 dataset: a cluster of 2 separate species, C3H7O3 in total (ωB97M-V with the def2-TZVPD basis set).

Structure (ORCA input):
```
! RIJCOSX wB97M-V def2-TZVPD def2/J DEFGRID3
* xyz -1 1
O 1.550 3.070 0.155
C 1.717 1.830 0.146
O 0.849 0.945 -0.103
H 2.622 1.428 0.592
H -0.573 0.100 -0.118
C -0.742 -1.756 0.077
O -1.150 -0.578 -0.573
C -1.874 -2.771 0.210
H 0.040 -2.218 -0.644
H -0.237 -1.488 1.090
H -2.776 -2.314 0.642
H -1.950 -3.220 -0.790
H -1.669 -3.578 0.926
*
```

Properties
**Frontier orbital gap**: 8.32 eV
**Highest occupied orbital energy**: -4.4 eV

Mulliken atomic charge list, values in e, 6 entries: O -0.662; C -0.031; O -0.582; H 0.257; H 0.414; C -0.115


Model B:
Entry from the Open Molecules 2025 dataset: a cluster of 2 separate species, C3H7O3 in total (ωB97M-V with the def2-TZVPD basis set).

Structure (ORCA input):
```
! RIJCOSX wB97M-V def2-TZVPD def2/J DEFGRID3
* xyz -1 1
C -1.193 -0.226 -1.066
C -0.328 0.946 -1.397
O -0.890 1.819 -2.052
O 0.701 1.079 -0.717
H -1.684 -0.651 -1.775
H -2.052 0.173 -0.361
H -0.705 -0.952 -0.381
C 0.426 -1.135 1.877
O 1.250 -1.845 2.625
H 2.004 -1.755 2.132
H -0.622 -1.166 2.132
H 0.599 -0.119 2.129
H 0.535 -1.464 0.796
*
```

Properties
**Frontier orbital gap**: 7.24 eV
**Highest occupied orbital energy**: -3.7 eV

Mulliken atomic charge list, values in e, 6 entries: C -0.819; C 0.516; O -0.721; O -0.681; H 0.470; H 0.111


Model C:
Entry from the Open Molecules 2025 dataset: a cluster of 2 separate species, C3H7O3 in total (ωB97M-V with the def2-TZVPD basis set).

Structure (ORCA input):
```
! RIJCOSX wB97M-V def2-TZVPD def2/J DEFGRID3
* xyz -1 1
O 0.284 0.423 -2.203
C 0.028 0.276 -0.992
O 0.801 0.385 -0.009
C -1.472 0.044 -0.647
C -1.726 -1.119 0.299
H -1.996 -0.092 -1.596
H -1.878 0.972 -0.229
H -1.058 -1.127 1.159
H -1.557 -2.056 -0.247
H -2.777 -1.140 0.597
H 1.550 0.063 1.974
H 2.681 0.777 2.654
O 1.969 0.150 2.846
*
```

Properties
**Frontier orbital gap**: 8.33 eV
**Highest occupied orbital energy**: -4.2 eV

Mulliken atomic charge list, values in e, 6 entries: O -0.747; C 0.362; O -0.690; C -0.286; C -0.936; H 0.237


So which one wins? Going from most stable to least: model C, model A, model B.


Model A:
Entry from the Open Molecules 2025 dataset: the molecule C4H8O (ωB97M-V with the def2-TZVPD basis set).

Structure (ORCA input):
```
! RIJCOSX wB97M-V def2-TZVPD def2/J DEFGRID3
* xyz 0 1
C -0.743 1.331 -0.650
C -0.224 -0.095 -0.666
C 1.034 -0.310 0.192
C 0.127 -1.219 1.032
O -0.996 -0.976 0.174
H -1.788 1.381 -0.968
H -0.672 1.744 0.363
H -0.139 1.958 -1.316
H -0.184 -0.485 -1.693
H 1.902 -0.781 -0.273
H 1.342 0.614 0.688
H -0.063 -0.882 2.059
H 0.404 -2.280 1.056
*
```

Properties
**Frontier orbital gap**: 10.75 eV
**SMILES**: C[C@H]1CCO1
**Highest occupied orbital energy**: -9.6 eV

Mulliken atomic charge list, values in e, 6 entries: C -1.306; C 0.447; C -0.652; C -0.290; O -0.435; H 0.313


Model B:
Entry from the Open Molecules 2025 dataset: a cluster of 3 separate species, C4H8O in total (ωB97M-V with the def2-TZVPD basis set).

Structure (ORCA input):
```
! RIJCOSX wB97M-V def2-TZVPD def2/J DEFGRID3
* xyz 0 1
C 0.252 -1.375 -0.728
C 0.774 -0.244 -1.061
C 1.517 -1.011 -0.011
H -0.466 -2.155 -0.936
H 0.798 0.601 -1.731
H 1.481 -0.678 1.028
H 2.456 -1.511 -0.266
H -1.125 2.562 -0.274
H -0.584 2.861 -0.689
C -1.313 0.201 1.149
O -2.158 1.016 0.869
H -1.523 -0.889 1.173
H -0.287 0.495 1.433
*
```

Properties
**Frontier orbital gap**: 10.75 eV
**SMILES**: C1=CC1.[H][H].C=O
**Highest occupied orbital energy**: -9.8 eV

Mulliken atomic charge list, values in e, 6 entries: C -0.428; C -0.224; C -0.368; H 0.398; H 0.334; H 0.096


Model C:
Entry from the Open Molecules 2025 dataset: a cluster of 2 separate species, C4H8O in total (ωB97M-V with the def2-TZVPD basis set).

Structure (ORCA input):
```
! RIJCOSX wB97M-V def2-TZVPD def2/J DEFGRID3
* xyz 0 1
C -1.787 0.313 -0.269
C 0.869 1.142 0.283
C 0.434 -1.404 0.194
C 0.226 -0.081 -0.486
O -2.452 -0.397 0.403
H -2.114 1.187 -0.925
H 0.903 0.907 1.341
H 0.324 2.063 0.076
H 1.961 1.403 0.003
H -0.394 -1.606 0.808
H 1.306 -1.558 0.703
H 0.420 -2.054 -0.634
H 0.302 0.083 -1.497
*
```

Properties
**Frontier orbital gap**: 9.64 eV
**Highest occupied orbital energy**: -8.6 eV

Mulliken atomic charge list, values in e, 6 entries: C 0.054; C -1.157; C -1.311; C -0.038; O -0.412; H 0.303


So which one wins? Going from most stable to least: model A, model C, model B.